{
  "formula": "C42H40N8O3S3SiSn",
  "method": "ωB97M-V/def2-TZVPD",
  "homo_lumo_gap_ev": 5.378,
  "total_charge": -2,
  "de_lowest_kcal_mol": 16.48,
  "lumo_ev": 4.1,
  "energy_ha": -3986.7239,
  "species": ["Sn", "N", "C", "N", "C", "N", "N", "C", "C", "C", "C", "C", "C", "N", "C", "C", "C", "C", "C", "C", "H", "H", "H", "H", "H", "H", "H", "H", "H", "H", "H", "C", "Si", "C", "N", "C", "C", "C", "C", "C", "C", "C", "C", "C", "C", "C", "C", "C", "C", "C", "C", "C", "H", "H", "H", "H", "H", "H", "H", "H", "H", "H", "H", "H", "H", "H", "H", "H", "H", "H", "H", "H", "H", "H", "H", "H", "S", "C", "C", "C", "C", "N", "C", "C", "C", "S", "C", "N", "H", "H", "C", "S", "O", "O", "O", "H", "H", "H"],
  "coordinates": [[-0.062, -0.194, 0.581], [2.791, -4.200, -0.319], [2.246, -3.104, 0.276], [2.425, -1.894, -0.098], [3.150, -1.647, -1.246], [3.355, -0.460, -1.675], [2.690, 0.517, -0.997], [3.428, 1.355, -0.397], [2.866, 2.514, 0.322], [3.699, 3.599, 0.597], [3.192, 4.679, 1.294], [1.873, 4.638, 1.714], [1.121, 3.516, 1.393], [1.591, 2.485, 0.707], [3.757, -2.784, -1.971], [4.528, -2.631, -3.121], [5.064, -3.728, -3.767], [4.829, -5.009, -3.267], [4.070, -5.183, -2.128], [3.536, -4.070, -1.476], [2.453, -5.105, -0.040], [1.592, -3.297, 1.120], [4.515, 1.243, -0.379], [4.729, 3.581, 0.264], [3.817, 5.536, 1.511], [1.435, 5.445, 2.286], [0.091, 3.432, 1.718], [4.682, -1.628, -3.491], [5.660, -3.595, -4.661], [5.241, -5.874, -3.771], [3.881, -6.174, -1.734], [-1.805, 0.955, 1.684], [-3.275, 1.578, 0.805], [-2.866, 2.247, -0.929], [-2.207, 1.235, -1.740], [-1.277, 1.747, -2.733], [-1.984, 2.333, -3.958], [-2.920, 1.281, -4.591], [-2.933, -0.012, -3.772], [-3.174, 0.272, -2.293], [-4.636, 0.276, 0.665], [-4.337, -1.069, 0.889], [-5.310, -2.050, 0.753], [-6.606, -1.704, 0.400], [-6.926, -0.370, 0.181], [-5.947, 0.604, 0.312], [-4.104, 3.064, 1.683], [-3.750, 4.388, 1.411], [-4.238, 5.449, 2.162], [-5.110, 5.211, 3.214], [-5.486, 3.906, 3.503], [-4.985, 2.855, 2.749], [-2.076, 0.305, 2.519], [-1.229, 1.790, 2.098], [-2.180, 3.086, -0.788], [-3.766, 2.659, -1.427], [-0.608, 0.934, -3.024], [-0.649, 2.496, -2.252], [-1.242, 2.688, -4.679], [-2.561, 3.207, -3.642], [-2.615, 1.061, -5.618], [-3.940, 1.677, -4.645], [-1.992, -0.549, -3.882], [-3.726, -0.674, -4.133], [-3.137, -0.655, -1.719], [-4.191, 0.681, -2.182], [-3.328, -1.361, 1.142], [-5.045, -3.088, 0.915], [-7.365, -2.470, 0.290], [-7.938, -0.092, -0.094], [-6.208, 1.643, 0.138], [-3.077, 4.604, 0.588], [-3.932, 6.462, 1.932], [-5.490, 6.034, 3.807], [-6.168, 3.707, 4.322], [-5.281, 1.842, 2.995], [-0.096, -1.934, 2.608], [1.322, -1.609, 3.568], [1.705, -2.577, 4.501], [2.826, -2.442, 5.311], [3.166, -3.484, 6.230], [3.429, -4.335, 6.961], [3.609, -1.282, 5.193], [3.236, -0.308, 4.279], [2.110, -0.425, 3.454], [1.754, 0.868, 2.360], [4.775, -1.091, 6.001], [5.717, -0.922, 6.642], [1.098, -3.468, 4.591], [3.838, 0.587, 4.192], [-1.950, -3.852, -2.515], [-0.792, -2.998, -1.452], [-0.164, -2.002, -2.305], [0.119, -4.039, -0.982], [-1.622, -2.424, -0.387], [-1.376, -4.343, -3.296], [-2.637, -3.126, -2.942], [-2.492, -4.582, -1.920]],
  "atomic_forces_ev_per_a": [[-0.04, 0.33, 0.28], [0.36, 0.01, 0.05], [-0.14, -0.21, -0.10], [0.00, -0.04, 0.20], [0.24, -0.28, -0.06], [0.15, -0.18, -0.30], [0.15, 0.65, 0.09], [-0.13, 0.03, 0.05], [0.18, 0.34, -0.34], [-0.03, -0.21, -0.06], [-0.05, 0.08, 0.09], [0.05, -0.01, 0.01], [-0.10, 0.28, -0.21], [-0.19, 1.37, -1.47], [-0.05, 0.01, -0.03], [-0.06, 0.01, 0.03], [0.01, -0.01, 0.00], [-0.02, 0.02, 0.02], [0.00, 0.01, -0.02], [-0.11, 0.00, 0.15], [-0.09, 0.08, -0.08], [0.06, 0.00, 0.08], [0.00, 0.03, -0.07], [0.03, -0.02, 0.00], [0.01, 0.00, 0.03], [-0.02, 0.00, 0.00], [-0.05, 0.02, 0.02], [0.01, 0.03, -0.01], [0.01, 0.00, -0.02], [0.01, -0.01, -0.02], [-0.01, -0.01, 0.01], [-0.06, 0.03, -0.10], [0.06, 0.15, -0.01], [0.00, -0.06, 0.09], [-0.13, -0.04, -0.09], [-0.02, -0.04, -0.01], [0.04, 0.01, 0.04], [0.01, -0.03, 0.01], [-0.09, 0.00, 0.05], [0.04, 0.00, -0.03], [0.06, -0.02, 0.07], [-0.03, 0.02, -0.03], [-0.01, -0.05, 0.00], [-0.02, -0.03, -0.01], [-0.03, 0.02, -0.01], [0.00, 0.05, -0.01], [0.05, -0.07, 0.08], [-0.02, -0.01, -0.08], [-0.01, 0.03, 0.01], [-0.01, 0.03, 0.01], [-0.04, 0.00, 0.03], [-0.01, 0.00, -0.03], [0.00, 0.02, 0.05], [-0.03, -0.04, 0.04], [0.13, 0.05, 0.02], [-0.02, 0.08, 0.04], [0.04, 0.00, -0.01], [0.07, 0.07, 0.06], [-0.01, 0.00, 0.00], [0.02, 0.02, -0.01], [-0.02, 0.01, 0.00], [0.01, -0.02, 0.00], [0.11, -0.07, -0.02], [0.04, -0.02, 0.02], [-0.01, -0.11, 0.03], [0.01, -0.02, -0.03], [0.11, -0.04, 0.01], [0.00, -0.01, 0.00], [0.00, 0.00, 0.01], [0.01, 0.00, 0.00], [-0.01, 0.02, 0.00], [0.05, 0.00, 0.01], [-0.01, 0.01, -0.02], [0.00, 0.00, 0.00], [0.01, 0.00, 0.00], [-0.01, -0.04, 0.02], [-0.04, -0.08, -0.01], [0.09, 0.01, 0.01], [-0.02, -0.05, -0.01], [-0.03, 0.04, -0.04], [0.03, -0.04, 0.04], [-0.01, 0.00, 0.01], [0.00, -0.03, 0.04], [-0.04, -0.01, -0.03], [-0.09, -0.30, 0.26], [-0.03, -1.58, 1.47], [0.04, 0.00, 0.00], [0.02, 0.01, 0.02], [0.01, -0.02, -0.01], [0.02, 0.03, 0.00], [0.07, -0.03, 0.13], [-0.24, 0.04, -0.09], [0.03, -0.04, -0.14], [-0.18, -0.12, -0.06], [0.01, -0.02, -0.02], [0.00, -0.03, -0.07], [-0.04, 0.08, -0.02], [-0.02, -0.04, 0.02]],
  "lowdin_charge": [0.93, 0.11, -0.19, 0.12, -0.30, 0.07, 0.02, -0.13, -0.34, -0.04, -0.09, -0.07, -0.20, -0.12, -0.07, -0.03, -0.11, -0.11, -0.03, -0.18, 0.15, 0.08, 0.12, 0.10, 0.09, 0.09, 0.09, 0.10, 0.09, 0.09, 0.11, -0.44, 0.58, -0.26, -0.21, -0.21, -0.18, -0.20, -0.19, -0.18, -0.25, -0.08, -0.08, -0.11, -0.11, -0.12, -0.23, -0.10, -0.11, -0.12, -0.11, -0.10, -0.03, -0.04, 0.07, 0.09, 0.12, 0.11, 0.10, 0.09, 0.09, 0.10, 0.10, 0.11, 0.10, 0.11, 0.08, 0.10, 0.09, 0.09, 0.10, 0.09, 0.09, 0.09, 0.09, 0.10, 0.54, -0.69, -0.09, -0.22, -0.21, 0.12, -0.22, -0.08, -0.65, 0.70, -0.20, 0.12, 0.10, 0.10, -0.16, 0.31, -0.39, -0.37, -0.46, 0.05, 0.04, 0.05]
}

{
  "formula": "C42H41Br2CsF9N5OS4",
  "method": "ωB97M-V/def2-TZVPD",
  "homo_lumo_gap_ev": 3.232,
  "total_charge": -2,
  "de_lowest_kcal_mol": 22.14,
  "lumo_ev": 3.3,
  "energy_ha": -9634.0017,
  "species": ["Cs", "C", "C", "C", "C", "C", "C", "N", "C", "C", "C", "C", "C", "N", "C", "C", "C", "C", "C", "C", "N", "H", "H", "H", "H", "H", "H", "H", "H", "H", "H", "H", "H", "H", "H", "H", "C", "C", "C", "C", "C", "C", "C", "C", "N", "C", "C", "C", "C", "N", "C", "C", "C", "C", "C", "C", "C", "C", "H", "H", "H", "H", "H", "H", "H", "H", "H", "H", "H", "H", "H", "H", "H", "H", "H", "H", "H", "H", "H", "H", "H", "H", "Br", "C", "Br", "H", "H", "S", "S", "S", "S", "F", "C", "F", "F", "C", "O", "C", "F", "F", "F", "C", "F", "F", "F"],
  "coordinates": [[-0.627, -0.388, 0.116], [2.857, 0.634, -2.259], [2.430, 2.060, -2.388], [3.048, 2.905, -3.309], [2.607, 4.208, -3.421], [1.578, 4.634, -2.603], [1.026, 3.731, -1.696], [1.434, 2.468, -1.604], [-0.063, 4.185, -0.786], [-0.098, 5.508, -0.355], [-1.124, 5.901, 0.484], [-2.084, 4.977, 0.849], [-1.979, 3.673, 0.364], [-0.979, 3.290, -0.425], [-3.039, 2.672, 0.668], [-3.795, 2.745, 1.823], [-4.810, 1.816, 2.005], [-5.055, 0.883, 1.018], [-4.224, 0.855, -0.102], [-4.392, -0.178, -1.184], [-3.233, 1.724, -0.262], [3.892, 0.515, -2.570], [2.237, 0.002, -2.898], [2.751, 0.305, -1.225], [3.855, 2.533, -3.927], [3.053, 4.884, -4.141], [1.195, 5.642, -2.671], [0.691, 6.195, -0.629], [-1.175, 6.918, 0.853], [-2.909, 5.256, 1.489], [-3.560, 3.440, 2.615], [-5.369, 1.812, 2.930], [-5.843, 0.149, 1.126], [-4.024, 0.218, -2.129], [-5.439, -0.467, -1.292], [-3.826, -1.083, -0.949], [1.177, 2.816, 2.471], [2.250, 3.614, 1.797], [2.209, 5.001, 1.778], [3.196, 5.752, 1.151], [4.245, 5.107, 0.522], [4.343, 3.717, 0.544], [5.516, 3.034, -0.112], [3.356, 2.978, 1.199], [3.458, 1.568, 1.217], [3.979, 0.976, 2.211], [4.487, 1.663, 3.450], [4.191, -0.523, 2.126], [5.184, -1.098, 3.104], [3.592, -1.196, 1.231], [3.846, -2.586, 1.083], [3.140, -3.519, 1.862], [2.118, -3.071, 2.859], [3.393, -4.870, 1.664], [4.305, -5.309, 0.716], [4.978, -4.379, -0.054], [4.762, -3.014, 0.116], [5.528, -2.038, -0.737], [0.349, 3.444, 2.799], [1.553, 2.280, 3.351], [0.779, 2.062, 1.801], [1.376, 5.497, 2.264], [3.138, 6.835, 1.145], [5.014, 5.679, 0.013], [5.743, 3.503, -1.073], [5.310, 1.979, -0.284], [6.413, 3.103, 0.511], [4.242, 2.721, 3.430], [5.571, 1.552, 3.534], [4.019, 1.227, 4.334], [6.109, -0.519, 3.094], [5.410, -2.134, 2.865], [4.772, -1.048, 4.115], [1.269, -2.593, 2.369], [2.487, -2.328, 3.563], [1.740, -3.918, 3.431], [2.848, -5.591, 2.263], [4.478, -6.368, 0.572], [5.690, -4.706, -0.805], [6.600, -2.247, -0.696], [5.365, -1.012, -0.417], [5.218, -2.117, -1.780], [-2.065, -0.990, -4.537], [-1.269, -2.393, -3.473], [0.653, -2.257, -3.400], [-1.511, -3.338, -3.937], [-1.642, -2.333, -2.451], [-3.123, 1.468, 4.804], [-1.312, 0.796, 4.159], [-0.128, 0.864, 5.964], [1.831, 0.654, 5.428], [-4.077, -4.342, -1.448], [-2.886, -4.801, -1.024], [-2.097, -4.866, -2.111], [-3.075, -6.071, -0.620], [-2.267, -3.841, 0.055], [-1.842, -2.708, -0.483], [-1.082, -4.598, 0.743], [-0.226, -5.071, -0.180], [-1.451, -5.644, 1.507], [-0.396, -3.762, 1.523], [-3.374, -3.587, 1.143], [-2.846, -3.068, 2.250], [-4.287, -2.716, 0.692], [-4.047, -4.703, 1.499]],
  "atomic_forces_ev_per_a": [[0.30, 0.74, 0.37], [-0.02, -0.10, 0.10], [0.03, 0.06, 0.00], [0.02, -0.01, 0.00], [-0.01, 0.03, -0.02], [0.01, 0.02, 0.01], [0.01, 0.13, -0.02], [-0.03, -0.05, 0.01], [-0.10, 0.03, 0.10], [-0.01, -0.01, -0.01], [-0.01, 0.00, 0.00], [0.01, 0.02, 0.02], [-0.04, 0.01, 0.01], [0.10, -0.10, -0.09], [-0.13, -0.14, -0.02], [0.08, 0.05, 0.00], [-0.06, -0.04, -0.01], [0.03, 0.00, 0.03], [-0.01, -0.01, -0.03], [0.00, 0.03, 0.01], [0.07, -0.01, -0.17], [0.12, -0.07, 0.00], [-0.01, 0.01, 0.03], [0.05, -0.01, 0.03], [0.01, -0.02, 0.02], [0.01, 0.00, 0.01], [0.00, -0.01, 0.00], [-0.02, -0.01, 0.02], [0.01, 0.00, 0.01], [0.00, -0.02, 0.00], [0.02, -0.04, 0.03], [0.02, 0.01, 0.00], [0.01, -0.02, 0.00], [-0.01, 0.01, -0.01], [0.00, -0.02, 0.00], [0.02, 0.01, -0.02], [0.15, 0.13, 0.11], [0.13, -0.02, 0.00], [0.04, 0.02, 0.00], [-0.03, -0.02, -0.01], [0.00, -0.01, -0.02], [0.01, -0.06, -0.07], [-0.03, 0.02, -0.01], [-0.16, 0.07, 0.17], [0.05, -0.12, -0.17], [-0.08, 0.17, 0.01], [0.04, -0.02, -0.06], [0.04, -0.12, -0.04], [-0.06, -0.05, -0.01], [-0.09, -0.03, 0.02], [0.10, 0.08, 0.02], [0.01, 0.09, -0.10], [-0.09, 0.15, 0.16], [-0.08, -0.01, 0.01], [-0.01, -0.02, -0.03], [0.00, -0.01, 0.00], [0.00, 0.04, 0.06], [0.00, 0.06, 0.05], [0.01, 0.01, 0.00], [-0.06, -0.03, 0.03], [-0.07, -0.18, -0.17], [0.01, -0.02, -0.01], [0.00, 0.01, 0.01], [0.00, -0.01, 0.00], [0.02, 0.02, 0.01], [-0.02, -0.02, -0.03], [0.00, -0.03, 0.01], [-0.01, -0.01, 0.02], [-0.01, 0.02, -0.01], [-0.04, 0.02, 0.03], [-0.01, -0.02, 0.01], [-0.01, -0.02, 0.01], [-0.02, 0.04, 0.01], [0.11, 0.01, 0.02], [0.14, 0.06, 0.10], [-0.03, 0.02, -0.04], [-0.01, 0.01, 0.01], [0.00, 0.00, 0.01], [0.01, 0.01, 0.00], [-0.01, 0.01, 0.00], [-0.01, 0.04, -0.03], [-0.02, 0.02, -0.07], [0.01, 0.00, 0.01], [-0.02, 0.07, -0.05], [-0.03, -0.06, 0.04], [-0.01, 0.01, -0.01], [0.00, -0.08, -0.01], [-0.24, 0.10, 0.24], [0.43, -0.13, -0.13], [-0.42, 0.05, 0.01], [0.35, -0.16, -0.26], [-0.01, 0.00, 0.00], [0.06, 0.09, -0.06], [0.01, -0.02, 0.00], [-0.01, -0.03, 0.03], [-0.16, -0.20, 0.00], [-0.32, -0.37, -0.10], [-0.02, 0.03, -0.07], [0.00, -0.02, 0.00], [-0.02, 0.00, 0.04], [-0.03, -0.06, -0.06], [0.00, 0.04, -0.03], [0.03, 0.01, 0.02], [0.00, -0.01, -0.01], [0.00, -0.02, 0.01]],
  "lowdin_charge": [0.81, -0.04, -0.32, -0.04, -0.07, -0.03, -0.20, 0.19, -0.22, -0.04, -0.06, -0.01, -0.20, 0.19, -0.23, -0.07, -0.10, -0.02, -0.34, -0.04, 0.11, 0.07, 0.01, 0.06, 0.11, 0.10, 0.10, 0.10, 0.10, 0.11, 0.08, 0.08, 0.11, 0.06, 0.08, 0.05, -0.05, -0.20, -0.06, -0.11, -0.07, -0.22, -0.04, -0.21, 0.18, -0.25, -0.04, -0.25, -0.01, 0.17, -0.20, -0.20, -0.02, -0.05, -0.10, -0.07, -0.22, -0.04, 0.08, 0.01, 0.04, 0.11, 0.09, 0.10, 0.07, 0.06, 0.08, 0.09, 0.08, -0.01, 0.08, 0.08, 0.09, 0.07, 0.07, 0.08, 0.11, 0.09, 0.10, 0.08, 0.06, 0.08, 0.57, -1.06, 0.62, -0.01, -0.05, -0.27, -0.34, -0.29, -0.28, 0.15, -0.53, 0.13, 0.15, -0.38, -0.40, -0.54, 0.15, 0.15, 0.14, -0.54, 0.18, 0.15, 0.14]
}